Entry from OMol25: 9 unconnected molecules or ions with the total composition C55H46N2O19 at a distorted geometry (ωB97M-V with the def2-TZVPD basis set).

```
122
C55H46N2O19 ωB97M-V with the def2-TZVPD basis set
O -3.06 -4.91 -4.94
O -7.79 -3.22 -2.22
O 3.14 4.35 0.47
O -2.80 -0.33 1.90
O 2.87 -0.47 2.66
O -2.20 0.43 -2.38
O 8.11 8.68 3.83
O 7.23 3.73 2.00
O -7.59 -3.58 0.04
O -4.97 3.38 4.99
O 8.95 5.96 -2.49
O -3.15 -9.18 2.94
O -0.15 -2.26 6.78
O -3.48 -5.71 -10.16
O 4.48 4.91 4.66
O 1.66 7.60 -4.68
O -0.50 -3.05 1.55
O -1.46 -6.99 -1.58
O 1.40 2.78 -2.47
N -3.27 -1.58 -1.86
N -6.93 -1.38 -0.90
C -1.85 -7.49 -0.55
C 5.84 8.08 3.82
C -0.23 -2.44 5.58
C 4.92 7.13 4.03
C -2.77 -2.93 -1.46
C -3.16 -5.10 -6.14
C 2.21 4.99 -2.33
C 6.75 5.51 4.67
C -7.47 -2.74 -1.11
C -2.76 -8.68 1.90
C 5.31 5.78 4.47
C 7.47 4.45 -1.47
C 2.33 2.15 0.32
C -2.93 -8.50 -0.54
C -2.37 -4.61 -8.41
C 7.62 4.25 0.97
C -3.09 2.05 4.51
C -2.55 1.12 3.73
C 7.67 6.46 4.47
C 1.60 6.50 -4.17
C 7.28 7.82 4.02
C -4.68 1.00 2.38
C 0.86 5.40 -4.82
C -4.47 2.53 4.28
C -0.42 -2.87 2.75
C 0.79 4.18 -4.26
C -3.36 -9.05 0.60
C -4.27 -6.22 -8.01
C 0.67 -1.75 4.64
C 2.26 0.94 0.88
C 9.14 5.81 -0.16
C -1.24 -3.36 5.01
C 0.59 -1.95 3.32
C -2.27 -4.40 -7.09
C 3.08 3.25 0.97
C 8.71 5.25 0.97
C -1.67 -7.68 1.89
C 2.28 6.20 -2.89
C -2.23 -0.57 -1.60
C -3.38 -5.53 -8.96
C -4.17 -6.02 -6.69
C -3.47 -4.15 -2.22
C -1.32 -3.56 3.69
C -4.45 -1.14 -1.03
C -5.82 -1.06 -1.86
C -5.22 1.93 3.16
C 7.04 3.89 -0.34
C -1.25 -7.13 0.75
C -1.18 -0.58 -0.41
C 3.69 1.74 2.81
C -3.30 0.52 2.61
C 2.94 0.64 2.16
C 3.75 2.95 2.25
C 1.46 3.89 -2.98
C 8.55 5.45 -1.46
H -6.23 2.29 3.00
H -8.32 -3.18 0.56
H 8.73 6.29 4.61
H 4.30 3.76 2.71
H -5.78 -1.73 -2.78
H -5.01 -6.89 -8.43
H -3.36 -8.75 -1.50
H 9.13 5.50 1.94
H -5.21 0.55 1.55
H -3.21 -5.12 -1.66
H -1.65 -2.96 -1.71
H 9.94 6.55 -0.17
H -6.04 0.00 -2.25
H -1.72 -4.11 -9.12
H -7.68 -0.67 -0.94
H -1.06 -1.58 0.12
H 3.87 7.31 3.88
H -0.46 -6.39 0.73
H 0.37 5.63 -5.75
H -4.61 -4.00 -2.27
H 6.24 3.15 -0.33
H -1.42 0.20 0.41
H -1.89 -3.86 5.71
H -4.22 -0.07 -0.67
H 1.24 -1.45 2.62
H 0.24 3.37 -4.72
H 7.02 4.52 5.00
H -4.81 -6.52 -5.98
H 1.85 2.38 -0.62
H 1.72 0.12 0.42
H 4.17 1.50 3.75
H -2.06 -4.23 3.26
H 1.41 -1.08 5.07
H -4.15 -9.79 0.62
H -1.53 -3.73 -6.67
H -4.55 -1.79 -0.10
H 2.70 4.75 -1.39
H -2.81 -3.05 -0.31
H -3.06 -4.27 -3.29
H 7.04 4.20 -2.44
H 2.82 7.02 -2.43
H -0.16 -0.30 -0.85
H -1.25 -7.42 2.85
H 5.57 9.08 3.50
H -1.54 0.76 3.89
H -2.56 2.50 5.34
```

Calculated values
- 2S+1: 1
- Lowest unoccupied orbital energy: -1.9 eV
- Total charge: 0
- HOMO energy: -0.333 Ha
- SMILES: CCN(CCNC(=O)O)C(C)=O.O=C1C=CC(=O)C=C1.O=C1C=CC(=O)C=C1.O=C1C=CC(=O)C=C1.O=C1C=CC(=O)C=C1.O=C1C=CC(=O)C=C1.O=C1C=CC(=O)C=C1.O=C1C=CC(=O)C=C1.O=C1C=CC(=O)C=C1
- Energy: -3662.1333 Ha

Löwdin population analysis, charges in e, atoms 1 to 8:
1 O 0.0767
2 O 0.0728
3 O 0.0789
4 O 0.0671
5 O 0.0695
6 O 0.0127
7 O 0.1050
8 O 0.0920